(1)
{"formula": "C4H7N2S", "method": "ωB97M-V with the def2-TZVPD basis set", "species": ["C", "C", "C", "C", "N", "N", "S", "H", "H", "H", "H", "H", "H", "H"], "positions_angstrom": [[0.75071, -0.45848, -0.34718], [-0.75141, 0.56340, 0.21897], [1.01461, 0.46596, 2.12144], [-0.90409, -0.53623, -2.22711], [0.48826, 0.25224, 0.82877], [-0.38978, -0.26809, -0.93550], [-2.00251, 1.46110, 0.66523], [1.54711, -1.13670, -0.54735], [2.08180, 0.40256, 2.27171], [0.76445, 1.39831, 2.49674], [0.64449, -0.30201, 2.73478], [-1.50853, -1.49372, -2.23124], [-0.04806, -0.49970, -2.82919], [-1.68706, 0.15136, -2.22009]], "total_energy_ha": -663.9657, "homo_lumo_gap_ev": [8.443, 8.443], "spin_multiplicity": 1, "largest_force_ev_per_a": 4.17, "total_charge": 1, "homo_energy_ha": [-0.5276, -0.5276]}

---

(2)
{"formula": "C15H23CaN3O12P3S", "method": "ωB97M-V with the def2-TZVPD basis set", "species": ["Ca", "O", "C", "O", "C", "C", "C", "C", "C", "C", "C", "C", "C", "N", "H", "H", "H", "H", "H", "H", "N", "C", "C", "P", "O", "O", "O", "P", "O", "O", "O", "H", "H", "H", "H", "H", "H", "H", "H", "C", "O", "P", "O", "C", "O", "C", "H", "H", "H", "H", "H", "H", "H", "H", "H", "O", "S", "N"], "positions_angstrom": [[-0.52255, 0.01514, -0.07519], [2.44545, 1.06514, 2.56831], [1.44525, 0.98844, 1.86791], [1.26905, 0.25664, 0.85191], [0.23495, 1.84074, 2.25281], [0.35485, 2.81734, 3.26511], [-0.74195, 3.54954, 3.61371], [-1.96915, 3.29714, 2.96161], [-3.15915, 3.99554, 3.25271], [-4.31385, 3.70574, 2.57791], [-4.33765, 2.70114, 1.59521], [-3.20665, 1.99084, 1.29981], [-1.99325, 2.27854, 1.96451], [-0.88735, 1.58794, 1.63571], [1.31905, 2.94494, 3.73091], [-0.69045, 4.31704, 4.37621], [-3.13955, 4.77114, 4.00971], [-5.22385, 4.25114, 2.79231], [-5.26545, 2.49344, 1.07651], [-3.21825, 1.19634, 0.56401], [0.43965, -4.42296, -0.24029], [-0.75515, -3.55446, -0.08729], [-2.00855, -4.37046, 0.07411], [-0.39565, -2.56246, 1.44961], [1.19635, -2.32196, 1.18331], [-0.56365, -3.50366, 2.58061], [-1.14935, -1.27286, 1.41501], [-0.70005, -2.62646, -1.69899], [-2.20445, -2.39006, -2.15079], [-0.03965, -3.63786, -2.59369], [0.00595, -1.31676, -1.51299], [0.34965, -5.30416, 0.26081], [1.20175, -3.85056, 0.17041], [0.52875, -4.46716, -1.31349], [-1.93565, -4.98496, 0.97201], [-2.20215, -4.98376, -0.80639], [-2.84215, -3.68596, 0.20831], [1.35915, -1.35936, 1.03441], [-2.47395, -1.46296, -1.87459], [4.52625, -1.24916, -2.82579], [3.56535, -0.23596, -2.88539], [2.52195, -0.02886, -1.53739], [3.43615, 0.98004, -0.66299], [3.84035, 2.23914, -1.15439], [1.64935, 1.10014, -2.31689], [0.96925, 0.76354, -3.50479], [5.21525, -1.09226, -3.66029], [4.06255, -2.23436, -2.92349], [5.08405, -1.21576, -1.88589], [4.62805, 2.59084, -0.48709], [3.00545, 2.94194, -1.13169], [4.21515, 2.15964, -2.17969], [0.29035, 1.59064, -3.71879], [0.39725, -0.15886, -3.38619], [1.68285, 0.63904, -4.32369], [-0.83485, 1.86354, -1.17029], [-1.89725, 1.26474, -2.03439], [-2.56775, 0.09694, -1.46279]], "total_energy_ha": -3752.8976, "homo_lumo_gap_ev": 8.323, "spin_multiplicity": 1, "largest_force_ev_per_a": 2.32, "total_charge": -1, "homo_energy_ha": -0.2198}

---

(3)
{"formula": "C30H75N9O9", "method": "ωB97M-V with the def2-TZVPD basis set", "species": ["C", "O", "C", "C", "C", "N", "H", "H", "H", "H", "H", "H", "H", "H", "H", "H", "H", "C", "O", "C", "C", "C", "N", "H", "H", "H", "H", "H", "H", "H", "H", "H", "H", "H", "C", "O", "C", "C", "C", "N", "H", "H", "H", "H", "H", "H", "H", "H", "H", "H", "H", "C", "N", "C", "C", "O", "H", "H", "H", "H", "H", "H", "H", "C", "N", "C", "C", "O", "H", "H", "H", "H", "H", "H", "H", "C", "N", "C", "C", "O", "H", "H", "H", "H", "H", "H", "H", "C", "N", "C", "C", "O", "H", "H", "H", "H", "H", "H", "H", "C", "N", "C", "C", "O", "H", "H", "H", "H", "H", "H", "H", "C", "N", "C", "C", "O", "H", "H", "H", "H", "H", "H", "H"], "positions_angstrom": [[-2.86811, 6.81651, 1.40177], [-1.77149, 6.01092, 1.08939], [-2.07986, 4.92393, 0.22165], [-0.86070, 4.00353, 0.22768], [-0.71877, 3.20878, -1.07642], [-0.86829, 3.02672, 1.33266], [-2.93502, 7.67686, 0.72055], [-2.76256, 7.17546, 2.42449], [-3.82029, 6.27802, 1.31348], [-2.96471, 4.40392, 0.59946], [-2.24339, 5.33506, -0.78463], [-0.01551, 4.68899, 0.33295], [0.34880, 3.00429, -1.21737], [-0.98121, 3.76268, -1.98018], [-1.26075, 2.26844, -1.01507], [-1.51438, 3.35187, 2.04883], [-1.31428, 2.15972, 1.05136], [0.43739, -0.30145, -1.73790], [0.50815, -1.30309, -0.73426], [-0.43834, -2.32138, -0.86492], [-0.91397, -2.81344, 0.48778], [-1.65166, -4.12717, 0.39355], [-1.88060, -1.80704, 1.04519], [-0.49724, 0.25893, -1.64540], [0.48997, -0.80542, -2.71026], [1.25823, 0.40122, -1.61730], [-1.33329, -2.00638, -1.42159], [0.02128, -3.15352, -1.42388], [-0.06356, -2.80408, 1.18470], [-1.06055, -4.84943, -0.18979], [-2.56494, -4.02319, -0.19340], [-1.84062, -4.52823, 1.38640], [-2.10469, -2.13603, 1.97486], [-1.51644, -0.86866, 0.99690], [3.32156, 2.28764, -3.83525], [3.32023, 3.62450, -4.23474], [4.32417, 3.90737, -5.21549], [4.46096, 5.40711, -5.30148], [5.19002, 5.74828, -6.58617], [5.28259, 5.82472, -4.13403], [2.61903, 2.15174, -3.01937], [4.32597, 2.03047, -3.45055], [3.13998, 1.58968, -4.66383], [5.25038, 3.39460, -4.94543], [3.92000, 3.53382, -6.16883], [3.46404, 5.84792, -5.23960], [6.08503, 5.17157, -6.79569], [5.45206, 6.81295, -6.62096], [4.48062, 5.65851, -7.41885], [4.84696, 5.46700, -3.29051], [5.31589, 6.83457, -4.06271], [2.32017, -3.30212, 4.64639], [1.01809, -3.93746, 4.55972], [1.02286, -5.33973, 4.17876], [-0.09173, -3.19085, 4.40900], [-1.17795, -3.64985, 4.11954], [2.23440, -2.33640, 5.14044], [2.72080, -3.14003, 3.63947], [3.02971, -3.91381, 5.19874], [-0.00117, -5.66822, 4.03009], [1.52625, -5.45910, 3.21240], [1.51784, -5.91364, 4.95821], [0.07832, -2.12214, 4.61258], [2.44480, 2.03735, 3.66050], [1.28162, 1.27845, 3.99786], [1.11425, 0.84142, 5.37647], [0.48394, 0.80844, 3.01881], [-0.43459, 0.02322, 3.15496], [3.32182, 1.38609, 3.48589], [2.76483, 2.71410, 4.44831], [2.28012, 2.53716, 2.70610], [0.09723, 0.48847, 5.52097], [1.81266, 0.03089, 5.60921], [1.30756, 1.68934, 6.03247], [0.77607, 1.18423, 2.02942], [-5.49216, 0.30310, -1.50130], [-4.91552, 1.40239, -0.76669], [-5.10628, 2.73353, -1.26432], [-4.14993, 1.18189, 0.31614], [-3.57247, 2.03913, 0.97505], [-4.97853, -0.62664, -1.25640], [-5.27764, 0.42112, -2.57458], [-6.57475, 0.22128, -1.40740], [-6.15359, 3.04774, -1.23070], [-4.49073, 3.38803, -0.65419], [-4.83925, 2.76338, -2.32502], [-4.07572, 0.11853, 0.57152], [-5.60647, -2.29634, 3.29274], [-5.85940, -3.63728, 3.77185], [-4.78065, -4.36196, 4.40105], [-7.12966, -4.07358, 3.81194], [-8.07885, -3.47427, 3.34637], [-4.54133, -2.07104, 3.28703], [-6.08516, -1.53390, 3.91363], [-5.95828, -2.20592, 2.26682], [-4.31023, -3.81449, 5.22703], [-5.14737, -5.28575, 4.84774], [-3.97167, -4.56216, 3.69508], [-7.26031, -5.02798, 4.34840], [2.18709, -2.61989, -5.20406], [1.07553, -2.95521, -6.05390], [0.43339, -4.24494, -5.92465], [0.65869, -2.05002, -6.97036], [1.16177, -0.97150, -7.12598], [2.51553, -3.41296, -4.54310], [1.93356, -1.72036, -4.63592], [3.04968, -2.33775, -5.81662], [1.15149, -4.99465, -5.59164], [-0.41763, -4.23403, -5.23493], [0.05457, -4.65365, -6.86610], [-0.19749, -2.42531, -7.55446], [4.93789, -2.19464, 0.45795], [4.29488, -1.65226, 1.61449], [2.88192, -1.44150, 1.58665], [4.94255, -1.63199, 2.80305], [4.44809, -1.35353, 3.87197], [4.82818, -3.27592, 0.34235], [5.98045, -1.87694, 0.41476], [4.51517, -1.74880, -0.45044], [2.31655, -2.38220, 1.52812], [2.55614, -0.94022, 2.49322], [2.57141, -0.87924, 0.70664], [6.01053, -1.89690, 2.67705]], "total_energy_ha": -2357.9506, "homo_lumo_gap_ev": 8.892, "spin_multiplicity": 1, "largest_force_ev_per_a": 2.02, "smiles": "COC[C@H](C)N.COC[C@H](C)N.COC[C@H](C)N.CN(C)C=O.CN(C)C=O.CN(C)C=O.CN(C)C=O.CN(C)C=O.CN(C)C=O", "total_charge": 0, "homo_energy_ha": -0.3187}

---

(4)
{"formula": "C4H12O4", "method": "ωB97M-V with the def2-TZVPD basis set", "species": ["C", "C", "C", "O", "C", "O", "H", "H", "H", "H", "H", "H", "H", "H", "H", "H", "O", "H", "H", "O"], "positions_angstrom": [[0.73969, -0.43771, -0.40453], [-0.55608, -1.19715, -0.81249], [-0.26686, -2.72135, -0.45076], [-1.15721, -3.63321, -0.91706], [0.52150, 0.73308, 0.57671], [1.65273, 1.22481, 1.18660], [1.26113, -0.09566, -1.30389], [1.45630, -1.05581, 0.13710], [-1.52672, -0.96641, -0.37692], [-0.56013, -1.17684, -1.90644], [0.71445, -2.88140, -0.97816], [-0.16550, -2.78623, 0.64574], [-0.00970, 1.53916, 0.04156], [-0.20117, 0.38505, 1.34021], [-1.47163, 0.97337, -1.79316], [-1.27754, 1.82444, -0.51353], [-1.70378, 1.81218, -1.39414], [0.31960, 3.49872, 2.16078], [1.34632, 2.00590, 2.05564], [0.88459, 2.95508, 2.70674]], "total_energy_ha": -460.4533, "homo_lumo_gap_ev": 6.109, "spin_multiplicity": 1, "largest_force_ev_per_a": 2.41, "total_charge": -2, "homo_energy_ha": 0.0097}

---

(5)
{"formula": "C4H10B2", "method": "ωB97M-V with the def2-TZVPD basis set", "species": ["C", "C", "B", "C", "H", "H", "H", "H", "H", "B", "C", "H", "H", "H", "H", "H"], "positions_angstrom": [[-1.61002, 1.46534, 0.29010], [-1.50004, 0.27657, 0.00127], [-1.16768, -1.16760, -0.14809], [-2.14230, -2.38859, -0.29840], [-1.56365, 2.45543, 0.54405], [0.00839, -1.39855, 0.09424], [-1.48897, -3.16427, -0.68838], [-3.14857, -2.23811, -0.65852], [-2.32708, -2.50410, 0.79285], [2.20022, 1.76589, 0.69981], [2.02620, 0.86218, -0.60063], [3.15858, 2.31645, 0.78256], [1.35569, 1.90015, 1.43715], [1.01173, 0.56090, -0.61838], [2.54646, -0.05229, -0.21323], [2.64105, 1.31061, -1.41639]], "total_energy_ha": -207.9656, "homo_lumo_gap_ev": 10.124, "spin_multiplicity": 1, "largest_force_ev_per_a": 4.02, "smiles": "C#CBC.BC", "total_charge": 0, "homo_energy_ha": -0.3692}

---

Asked for relative energy (zero: lowest compared OMol25 entry of this formula, charge and spin) across the records above, the calculation gives 68.4 41.3 0.0 27.7 33.4 kcal per mole in order.